# 1
Molecular formula: C12H24O4S2
Method: DFT, wB97M-V/def2-TZVPD

ORCA input file:
```
! wB97M-V def2-TZVPD RIJCOSX def2/J DEFGRID3
* xyz 0 1
C -6.360 -1.898 0.404
C -5.654 -0.610 0.001
C -4.136 -0.741 0.092
C -3.422 0.546 -0.316
C -1.904 0.412 -0.227
C -1.198 1.703 -0.638
C 0.325 1.569 -0.663
C 0.913 1.313 0.713
H 0.443 1.959 1.454
H 0.809 0.279 1.029
S 2.722 1.783 0.782
O 3.103 2.196 -0.570
C 3.445 0.063 0.993
C 4.929 0.227 1.257
H 5.267 -0.222 2.186
H 5.252 1.263 1.197
S 5.734 -0.639 -0.139
O 6.915 0.037 -0.579
O 5.859 -2.035 0.215
C 4.316 -0.481 -1.254
H 4.265 0.541 -1.618
C 3.197 -0.794 -0.275
O 3.125 -2.155 0.038
H 4.028 -2.476 0.219
H 2.221 -0.542 -0.701
H 4.382 -1.202 -2.061
H 2.925 -0.389 1.839
H 0.762 2.489 -1.058
H 0.601 0.763 -1.346
H -1.481 2.506 0.047
H -1.535 1.988 -1.636
H -1.576 -0.401 -0.878
H -1.630 0.150 0.797
H -3.703 0.804 -1.340
H -3.751 1.362 0.331
H -3.806 -1.557 -0.554
H -3.858 -0.999 1.117
H -5.932 -0.349 -1.023
H -5.986 0.204 0.650
H -7.439 -1.783 0.332
H -6.058 -2.718 -0.245
H -6.111 -2.165 1.429
*
```

The HOMO energy is -9.408 eV. As for the lowest unoccupied orbital energy: 0.447 eV. As for the frontier orbital gap: 9.9 eV.

Mulliken atomic charge list, values in e, 6 entries: number 1, C, carries -1.28; number 2, C, carries -0.31; number 3, C, carries -0.65; number 4, C, carries -0.80; number 5, C, carries -0.43; number 6, C, carries -0.98

---

# 2
Molecular formula: C12H25B2F4IN9O7SW
Method: DFT, wB97M-V/def2-TZVPD

ORCA input file:
```
! wB97M-V def2-TZVPD RIJCOSX def2/J DEFGRID3
* xyz 3 3
W -0.162 0.331 0.044
C -0.170 -2.628 3.401
C -0.281 -1.876 2.127
N 0.305 -0.761 1.863
O 1.127 -0.320 2.867
B 1.283 1.031 3.154
F 2.702 1.216 1.062
F 2.138 1.324 4.083
O 0.604 2.075 2.562
N -0.334 1.782 1.605
C -1.435 2.447 1.700
C -1.621 3.699 2.463
C -2.562 1.740 1.034
N -2.263 0.511 0.758
O -3.306 -0.114 0.104
B -3.113 -1.101 -0.853
F -4.123 -1.389 -1.616
F -1.357 0.751 -1.443
O -1.952 -1.846 -1.047
N -0.996 -1.647 -0.067
C -1.136 -2.353 1.000
C -2.039 -3.516 1.154
C -3.896 2.337 0.815
H 0.691 -2.312 3.981
H -0.111 -3.699 3.213
H -1.067 -2.460 4.007
H -0.738 3.956 3.037
H -2.483 3.631 3.131
H -1.828 4.503 1.748
H -2.529 -3.779 0.222
H -2.798 -3.307 1.916
H -1.471 -4.376 1.516
H -3.868 3.420 0.904
H -4.602 1.942 1.554
H -4.280 2.049 -0.163
N 0.200 -1.225 -3.909
N 0.288 -0.028 -4.626
C 0.533 1.149 -4.050
N 0.534 2.227 -4.816
N 0.753 1.138 -2.703
N 0.626 2.234 -2.031
O 0.677 2.065 -0.716
O 0.447 3.345 -2.448
H 0.742 -1.924 -4.404
H -0.770 -1.526 -3.890
H 0.112 -0.041 -5.622
H 0.343 2.174 -5.805
H 0.696 3.136 -4.413
C 3.210 -2.060 0.775
S 2.817 -1.388 -0.827
C 2.318 -2.903 -1.647
O 1.496 -0.633 -0.628
H 4.134 -2.630 0.663
H 2.406 -2.709 1.122
H 3.380 -1.232 1.461
H 2.863 -3.743 -1.219
H 2.560 -2.818 -2.702
H 1.245 -3.016 -1.505
I 4.253 2.158 -1.228
C 3.760 2.117 0.820
H 3.428 3.100 1.134
H 4.622 1.771 1.379
*
```

The HOMO energy (spin up / spin down) is -16.807 / -16.843 eV. As for the lowest unoccupied orbital energy (spin up / spin down): -10.249 / -10.452 eV. As for the frontier orbital gap (spin up / spin down): 6.6 / 6.4 eV. The expectation value of S² is 2.01.

Mulliken atomic charge list, values in e, 6 entries: number 1, W, carries 2.53; number 2, C, carries -1.75; number 3, C, carries 0.34; number 4, N, carries 0.22; number 5, O, carries -0.48; number 6, B, carries 1.01

---

# 3
Molecular formula: C12H25ClNO2P2Sc
Method: DFT, wB97M-V/def2-TZVPD

ORCA input file:
```
! wB97M-V def2-TZVPD RIJCOSX def2/J DEFGRID3
* xyz 2 1
Sc -0.019 -0.430 -0.093
P -2.493 0.260 -0.519
C -2.171 0.673 -2.306
C -0.845 1.304 -2.652
N 0.245 0.999 -1.905
C 1.467 1.376 -2.342
C 1.624 2.117 -3.524
C 0.523 2.393 -4.332
C -0.713 1.940 -3.890
C 2.691 0.997 -1.496
P 2.579 -0.457 -0.346
H -1.597 2.094 -4.495
H 2.636 2.394 -3.828
H 0.644 2.945 -5.272
H 3.534 0.774 -2.164
H 2.994 1.859 -0.878
H -2.209 -0.285 -2.851
H -3.049 1.236 -2.663
H -1.211 -2.238 -2.705
O -2.007 -2.120 -3.279
H -1.704 -2.177 -4.187
H -0.598 -2.013 0.965
O -0.174 -2.041 -1.232
H -0.407 -2.822 -0.684
C 3.047 -1.826 -1.441
H 3.913 -1.543 -2.045
H 3.290 -2.710 -0.840
H 2.203 -2.078 -2.091
C 4.010 -0.322 0.765
H 4.016 -1.192 1.436
H 4.956 -0.304 0.210
H 3.931 0.583 1.380
C -3.430 1.719 0.076
H -4.386 1.789 -0.473
H -3.638 1.640 1.159
H -2.829 2.624 -0.112
C -3.761 -1.057 -0.547
H -4.014 -1.357 0.481
H -4.672 -0.707 -1.050
H -3.376 -1.938 -1.076
Cl -0.318 0.727 2.561
C 0.371 1.439 1.159
H -0.245 2.266 0.798
H 1.404 1.744 1.342
*
```

The HOMO energy (spin up / spin down) is -15.687 / -15.688 eV. As for the lowest unoccupied orbital energy (spin up / spin down): -9.876 / -9.916 eV. As for the frontier orbital gap (spin up / spin down): 5.8 / 5.8 eV.

Mulliken atomic charge list, values in e, 6 entries: number 1, Sc, carries -0.89; number 2, P, carries 1.19; number 3, C, carries -1.07; number 4, C, carries 0.66; number 5, N, carries 0.46; number 6, C, carries 0.49

---

# 4
Molecular formula: C12H25N5O3
Method: DFT, wB97M-V/def2-TZVPD

ORCA input file:
```
! wB97M-V def2-TZVPD RIJCOSX def2/J DEFGRID3
* xyz 0 1
H -5.593 2.212 -1.024
N -6.567 1.911 -0.948
C -6.577 0.820 -0.283
N -7.794 0.280 0.136
N -5.487 0.101 0.183
C -4.088 0.366 -0.126
C -3.135 -0.696 0.336
C -1.702 -0.343 -0.032
C -0.657 -1.361 0.409
N -0.539 -1.373 1.870
C 0.656 -1.014 -0.255
O 0.703 -0.972 -1.486
N 1.689 -0.730 0.549
C 2.898 -0.159 -0.057
C 3.607 0.806 0.906
C 4.789 1.562 0.281
C 4.563 2.131 -1.098
C 5.145 2.685 1.270
C 3.899 -1.206 -0.636
O 4.790 -0.903 -1.402
O 3.724 -2.447 -0.257
H -8.540 0.869 -0.290
H -7.939 -0.719 -0.002
H -5.645 -0.180 1.128
H -3.765 1.321 0.366
H -4.019 0.381 -1.219
H -3.353 -1.689 -0.112
H -3.241 -0.800 1.442
H -1.599 -0.319 -1.160
H -1.499 0.641 0.437
H -0.986 -2.327 -0.032
H -1.400 -1.166 2.350
H -0.354 -2.350 2.151
H 1.388 -0.629 1.493
H 2.548 0.389 -0.939
H 2.836 1.527 1.284
H 4.046 0.242 1.790
H 5.647 0.915 0.248
H 5.514 2.599 -1.481
H 4.306 1.363 -1.837
H 3.760 2.907 -1.173
H 4.346 3.416 1.336
H 6.025 3.269 0.996
H 5.332 2.305 2.269
H 2.943 -2.475 0.321
*
```

As for the SMILES: [H]/N=C(/N)NCCC[C@H](N)C(=O)N[C@@H](CC(C)C)C(=O)O. The HOMO energy is -9.163 eV. As for the lowest unoccupied orbital energy: 0.298 eV. As for the frontier orbital gap: 9.5 eV.

Mulliken atomic charge list, values in e, 6 entries: number 1, H, carries 0.29; number 2, N, carries -0.73; number 3, C, carries 0.38; number 4, N, carries -0.50; number 5, N, carries -0.15; number 6, C, carries -0.92

---

# 5
Molecular formula: C12H25N5O3
Method: DFT, wB97M-V/def2-TZVPD

ORCA input file:
```
! wB97M-V def2-TZVPD RIJCOSX def2/J DEFGRID3
* xyz 0 1
H -5.071 -2.341 -0.361
N -4.316 -1.922 -0.894
C -3.513 -1.353 -0.092
N -3.739 -1.350 1.323
N -2.320 -0.761 -0.581
C -2.427 0.697 -0.829
C -2.647 1.543 0.408
C -1.655 1.300 1.539
C -0.247 1.848 1.302
O -0.285 3.013 0.458
C 0.453 2.966 -0.687
O -0.069 3.143 -1.781
N 1.831 2.815 -0.525
C 2.469 1.641 -1.131
C 2.978 0.617 -0.117
N 2.158 -0.589 -0.070
C 2.500 -1.369 1.139
C 1.919 -2.775 1.123
C 2.356 -1.376 -1.263
C 1.114 -1.847 -1.953
O 3.468 -1.604 -1.707
H -3.959 -0.426 1.664
H -2.920 -1.687 1.806
H -2.208 -1.180 -1.496
H -3.208 0.892 -1.563
H -1.490 1.014 -1.280
H -3.664 1.425 0.779
H -2.571 2.585 0.117
H -2.048 1.798 2.424
H -1.590 0.250 1.799
H 0.156 2.158 2.262
H 0.412 1.093 0.881
H 2.107 2.957 0.436
H 1.801 1.190 -1.857
H 3.325 1.985 -1.708
H 2.964 1.051 0.880
H 4.022 0.382 -0.335
H 2.110 -0.821 1.994
H 3.589 -1.403 1.221
H 1.859 -3.176 2.126
H 2.549 -3.418 0.517
H 0.923 -2.751 0.696
H 0.803 -1.039 -2.616
H 0.300 -1.978 -1.252
H 1.303 -2.724 -2.556
*
```

As for the SMILES: [H]/N=C(\N)NCCCCOC(=O)NCCN(CC)C(C)=O. The HOMO energy is -9.528 eV. As for the lowest unoccupied orbital energy: 0.512 eV. As for the frontier orbital gap: 10.0 eV.

Mulliken atomic charge list, values in e, 6 entries: number 1, H, carries 0.31; number 2, N, carries -0.72; number 3, C, carries 0.19; number 4, N, carries -0.65; number 5, N, carries 0.07; number 6, C, carries -0.75

---

Calculated ΔE to the lowest compared entry with this formula, charge and spin (kcal/mol), listed in the same order as above: 0.1; 9.8; 0.0; 12.3; 54.3